This record from the OMol25 dataset describes a cluster of 2 separate species, C3H2BrClO in total at a distorted geometry. The level of theory is ωB97M-V/def2-TZVPD.

Positions of all 8 atoms, in Å:
C -0.35 -0.87 0.05
C -0.05 -1.25 1.22
C -0.07 2.06 -1.26
O -0.24 1.71 -2.37
Cl 0.22 -2.94 1.55
Br 0.92 3.43 -0.48
H -0.44 -1.36 -0.88
H 0.01 -0.78 2.17

Computed properties:
- Kohn-Sham gap (alpha / beta) (eV) = 8.525 / 7.931
- 2S+1 = 1